1.
Formula: C3H6ClO3S
Source: the OMol25 dataset
Level of theory: ωB97M-V/def2-TZVPD

Electronic energy: -1202.03494 Eh
Frontier orbital gap: 8.125 eV
Energy relative to the best compared isomer or geometry (same formula, charge and spin): 41.75 kcal per mole
Net charge: -1

XYZ file:
```
14
C3H6ClO3S, DFT ωB97M-V/def2-TZVPD
C -0.021 1.934 0.247
C 1.203 0.591 -1.326
C 0.908 1.766 -0.913
O -0.218 -1.497 1.035
O -1.669 -3.094 2.217
O -1.900 -2.703 -0.184
S -1.065 -2.671 0.932
Cl 1.651 3.280 -1.503
H -0.851 1.154 0.290
H -0.819 2.631 0.114
H 0.432 2.042 1.248
H -0.210 -3.670 0.734
H 1.948 0.438 -2.126
H 0.613 -0.200 -0.766
```

Per-atom Löwdin charges, elementary charge units: -0.1547 -0.0331 -0.7952 -0.4339 -0.4537 -0.3911 0.3140 0.5406 0.1009 0.0453 0.0902 0.0179 0.0711 0.0817

2.
Formula: C33H43AsBBrEuF6N9O
Source: the OMol25 dataset
Level of theory: ωB97M-V/def2-TZVPD

Electronic energy: -7995.51279 Eh
Frontier orbital gap (spin up / spin down): 6.633 / 7.445 eV
Energy relative to the best compared isomer or geometry (same formula, charge and spin): 12.92 kcal per mole
Expectation value of S²: 15.76
2S+1: 8
Net charge: +1

XYZ file:
```
96
C33H43AsBBrEuF6N9O, DFT ωB97M-V/def2-TZVPD
Eu 0.261 0.028 0.165
C -0.913 3.751 0.858
C -2.074 3.452 -0.104
C -1.567 3.727 -1.571
C -2.728 2.186 0.294
C -4.087 1.940 0.526
C -4.172 0.585 0.726
N -2.898 0.116 0.761
N -2.029 1.032 0.442
B -2.521 -1.240 1.358
N -1.493 -0.864 2.574
C -1.850 -1.144 3.849
C -0.965 -0.524 4.706
C -0.139 0.274 3.858
N -0.395 0.011 2.581
C 0.752 1.400 4.346
C 1.996 0.863 5.143
C 1.041 2.412 3.282
N -1.985 -2.236 0.307
C -2.213 -3.605 0.357
C -1.164 -4.240 -0.260
C -0.285 -3.261 -0.600
N -0.694 -2.044 -0.257
C 0.985 -3.401 -1.481
C 0.607 -4.130 -2.791
C 1.715 -2.041 -1.789
H -0.548 4.710 0.720
H -0.054 3.042 0.702
H -1.311 3.652 1.873
H -2.775 4.318 0.114
H -0.921 2.938 -1.871
H -0.991 4.665 -1.589
H -2.401 3.765 -2.180
H -4.866 2.694 0.544
H -5.002 -0.040 1.072
H -3.387 -1.767 1.994
H -2.647 -1.872 4.112
H -1.017 -0.482 5.797
H 0.214 1.977 5.086
H 2.431 1.755 5.577
H 2.760 0.542 4.421
H 1.613 0.140 5.901
H 1.465 1.943 2.403
H 1.807 3.128 3.571
H 0.139 3.053 2.998
H -3.054 -4.021 0.844
H -1.128 -5.309 -0.387
H 1.713 -4.083 -0.983
H -0.071 -3.536 -3.430
H 0.046 -5.094 -2.617
H 1.450 -4.369 -3.429
H 0.985 -1.447 -2.320
H 2.520 -2.310 -2.442
H 2.104 -1.674 -0.859
N 4.105 1.680 1.680
C 3.568 0.730 0.907
O 2.371 0.740 0.564
C 4.530 -0.191 0.277
C 5.062 0.413 -1.009
H 3.489 2.467 2.003
H 5.077 1.626 1.968
H 4.012 -1.209 0.042
H 5.412 -0.397 0.947
H 4.619 1.364 -1.315
H 5.602 -0.163 -1.667
Br -6.851 -1.869 -3.302
C -5.054 -1.299 -3.030
C -4.078 -2.252 -2.757
C -2.803 -1.855 -2.482
C -2.451 -0.480 -2.463
C -3.435 0.447 -2.789
C -4.737 0.068 -2.994
N -1.146 0.034 -2.290
C -0.673 0.557 -3.327
C 0.641 1.238 -3.204
C 1.232 1.627 -4.381
C 2.385 2.436 -4.327
C 2.807 2.723 -3.059
C 2.180 2.254 -1.916
N 1.109 1.457 -1.992
H -4.344 -3.293 -2.715
H -2.052 -2.590 -2.341
H -3.202 1.524 -2.764
H -5.535 0.745 -3.239
H -1.114 0.574 -4.293
H 0.793 1.460 -5.334
H 2.785 2.827 -5.268
H 3.534 3.442 -2.962
H 2.496 2.465 -0.955
F 1.578 -1.727 1.154
As 2.497 -2.699 2.436
F 3.549 -3.349 1.180
F 3.486 -1.275 2.598
F 3.409 -3.533 3.650
F 1.497 -2.077 3.671
F 1.391 -4.003 2.192
```

Per-atom Löwdin charges, elementary charge units: 2.0515 -0.0810 -0.3290 -0.0284 -0.2658 0.0070 -0.0319 -0.0597 -0.0169 -0.5086 -0.0258 -0.0772 -0.0065 -0.2714 -0.0235 -0.3517 -0.0299 -0.0922 0.0113 -0.0053 -0.0101 -0.2956 -0.0686 -0.2988 -0.0663 -0.0661 0.0577 0.0617 0.0832 0.1580 0.0251 0.0949 0.0457 0.1181 0.1395 0.1162 0.1393 0.1182 0.1324 0.0676 0.0641 0.0990 0.0173 0.0823 0.0810 0.1243 0.1263 0.1473 0.0765 0.0967 0.0754 0.0440 0.0886 0.0075 0.2366 -0.5463 -0.2148 -0.1808 0.0997 0.1399 0.1413 0.1256 0.1450 0.0416 0.0308 0.7509 -0.6600 -0.1126 -0.0187 -0.2603 -0.0430 -0.1044 0.0569 -0.0788 -0.2929 0.0171 0.0051 -0.0389 -0.1028 0.0421 0.1075 0.0822 0.1177 0.1033 0.1385 0.1160 0.1331 0.0941 0.0788 -0.3807 0.8060 -0.2435 -0.2333 -0.2246 -0.2026 -0.2179